(1)
The following is a DFT calculation (the ωB97M-V functional and the def2-TZVPD basis) of 3 unconnected molecules or ions with the total composition C14H30Cl2N2O8PS2 in a non-equilibrium geometry.

XYZ file:
```
59
Properties=species:S:1:pos:R:3:nbo_charge:R:1
C -2.05 3.34 0.38 -0.275
O -2.65 3.04 -0.89 -0.531
C -2.58 1.66 -1.21 -0.093
C -1.33 1.31 -2.11 0.150
N -0.90 -0.03 -2.20 -0.464
C 0.21 -0.03 -3.02 0.073
P 1.28 -1.50 -3.49 1.411
O 1.15 -1.84 -4.95 -1.036
N 0.45 1.26 -3.43 -0.320
Cl 1.78 1.64 -4.43 0.302
C -0.49 2.18 -2.92 0.170
C -0.64 3.72 -3.09 -0.478
C -0.35 4.26 -4.55 -0.172
C -1.66 4.82 -5.27 -0.635
Cl 0.74 5.73 -4.32 -0.064
H -2.24 2.57 1.18 0.191
H -0.94 3.51 0.29 0.185
H -2.47 4.30 0.79 0.215
H -2.45 1.04 -0.27 0.199
H -3.55 1.37 -1.68 0.229
H -1.35 -0.79 -1.70 0.469
H 2.64 -1.11 -3.25 -0.020
H 1.00 -2.65 -2.69 0.018
H -1.73 3.95 -2.88 0.281
H -0.04 4.21 -2.28 0.273
H 0.09 3.51 -5.25 0.222
H -2.34 5.33 -4.54 0.223
H -1.28 5.62 -5.97 0.246
H -2.16 4.05 -5.90 0.227
O 1.69 -3.95 -0.46 -0.976
S 2.25 -4.99 0.38 2.381
O 3.22 -5.91 -0.11 -0.913
O 1.05 -5.81 1.06 -0.714
C 0.05 -6.40 0.20 -0.077
C 0.56 -7.65 -0.48 -0.643
C 2.87 -4.25 1.86 -0.885
H -0.30 -5.66 -0.53 0.185
H -0.79 -6.65 0.84 0.202
H 1.36 -7.42 -1.19 0.226
H -0.24 -8.14 -1.03 0.223
H 0.98 -8.35 0.25 0.225
H 2.12 -3.58 2.27 0.249
H 3.77 -3.70 1.60 0.256
H 3.11 -5.04 2.57 0.264
O -1.36 0.27 4.07 -0.935
S -0.87 1.60 4.25 2.373
O -0.25 2.33 3.17 -0.949
O 0.11 1.63 5.52 -0.712
C 1.22 0.72 5.55 -0.079
C 2.35 1.18 4.65 -0.640
C -2.15 2.60 4.93 -0.884
H 0.89 -0.29 5.30 0.195
H 1.57 0.70 6.59 0.205
H 2.05 1.13 3.60 0.216
H 3.22 0.54 4.78 0.221
H 2.62 2.21 4.86 0.223
H -2.60 2.08 5.77 0.261
H -2.89 2.77 4.15 0.248
H -1.73 3.55 5.25 0.260
```

Gap between HOMO and LUMO = 9.204 eV
F_max = 3.67 eV/Å
DFT total energy = -90358.9960 eV
Net charge = +1
Spin multiplicity = 1

(2)
The following is a DFT calculation (the ωB97M-V functional and the def2-TZVPD basis) of 10 unconnected molecules or ions with the total composition C14H30F2N8O22 in a non-equilibrium geometry.

XYZ file:
```
76
Properties=species:S:1:pos:R:3:mulliken_charge:R:1
O 8.88 -21.24 20.87 -0.383
C 9.24 -21.61 21.95 0.609
O 9.97 -22.69 22.18 -0.292
C 10.00 -22.98 23.56 -0.475
C 9.56 -21.61 24.17 0.262
F 10.72 -20.94 24.46 -0.260
O 8.86 -21.01 23.10 -0.296
H 9.29 -23.74 23.87 0.298
H 10.99 -23.28 23.89 0.305
H 8.95 -21.69 25.06 0.270
O 13.60 -20.48 16.42 -0.532
C 12.60 -20.51 17.06 0.352
O 12.63 -20.54 18.42 -0.015
C 11.29 -20.64 18.92 -0.077
C 10.46 -20.25 17.69 0.312
F 10.08 -18.95 17.64 -0.278
O 11.35 -20.51 16.62 -0.341
H 11.04 -21.65 19.24 0.153
H 11.15 -20.01 19.79 0.102
H 9.59 -20.90 17.68 0.279
C 15.36 -20.58 20.90 -0.371
N 15.14 -20.36 22.35 0.994
O 14.03 -20.48 22.82 -0.576
O 16.11 -20.05 23.03 -0.569
H 15.57 -21.60 20.59 0.306
H 16.23 -19.97 20.67 0.346
H 14.44 -20.32 20.40 -0.143
C 12.44 -17.14 19.69 -0.285
N 13.49 -16.66 18.71 0.954
O 14.00 -15.59 18.99 -0.598
O 13.76 -17.32 17.74 -0.533
H 11.80 -17.69 19.00 -0.108
H 12.01 -16.29 20.20 0.330
H 12.97 -17.80 20.37 0.237
C 16.27 -18.68 16.37 -0.607
N 16.49 -19.27 17.68 1.026
O 16.66 -18.52 18.62 -0.555
O 16.48 -20.47 17.76 -0.515
H 15.73 -17.75 16.38 0.230
H 15.63 -19.38 15.83 0.095
H 17.20 -18.57 15.81 0.359
C 7.50 -16.80 16.88 -0.630
N 6.65 -17.25 17.99 0.933
O 6.57 -18.44 18.19 -0.523
O 6.15 -16.42 18.72 -0.551
H 7.39 -15.72 16.78 0.301
H 7.11 -17.24 15.97 0.285
H 8.54 -16.99 17.14 0.184
C 7.70 -24.39 19.69 -0.697
N 8.22 -23.75 18.45 0.821
O 9.40 -23.42 18.41 -0.398
O 7.43 -23.55 17.55 -0.533
H 7.67 -25.45 19.44 0.325
H 6.78 -23.88 19.94 0.313
H 8.45 -24.25 20.46 0.146
C 11.83 -24.44 17.25 -0.598
N 13.19 -24.99 17.04 0.899
O 14.11 -24.53 17.70 -0.521
O 13.33 -25.75 16.09 -0.542
H 11.67 -23.51 16.72 0.275
H 11.69 -24.34 18.32 0.185
H 11.11 -25.18 16.91 0.313
C 16.08 -22.13 14.18 -0.634
N 16.90 -23.39 14.15 0.946
O 17.75 -23.49 13.30 -0.574
O 16.68 -24.17 15.05 -0.517
H 15.76 -22.08 15.22 0.223
H 15.24 -22.21 13.49 0.304
H 16.64 -21.22 14.01 0.270
C 8.21 -17.57 22.05 -0.755
N 9.15 -17.34 20.92 0.777
O 9.48 -16.22 20.64 -0.555
O 9.59 -18.31 20.33 -0.335
H 7.46 -16.79 21.98 0.330
H 8.81 -17.42 22.95 0.285
H 7.70 -18.50 21.84 0.236
```

Gap between HOMO and LUMO = 10.268 eV
SMILES = O=C1OC[C@@H](F)O1.O=C1OC[C@@H](F)O1.C[N+](=O)[O-].C[N+](=O)[O-].C[N+](=O)[O-].C[N+](=O)[O-].C[N+](=O)[O-].C[N+](=O)[O-].C[N+](=O)[O-].C[N+](=O)[O-]
Energy relative to the best compared isomer or geometry (same formula, charge and spin) = 13.3 kcal/mol
F_max = 2.06 eV/Å
DFT total energy = -77382.8955 eV
Net charge = 0
Spin multiplicity = 1

(3)
The following is a DFT calculation (the ωB97M-V functional and the def2-TZVPD basis) of a molecular structure, C14H30F3GaN3O4S.

XYZ file:
```
56
Properties=species:S:1:pos:R:3:nbo_charge:R:1
C 2.12 2.07 3.09 -0.626
C 1.62 2.89 1.89 -0.214
N 0.65 3.91 2.30 -1.099
Ga -1.14 3.24 2.42 1.467
N -1.95 3.33 0.69 -1.363
C -1.35 1.51 3.44 -1.025
C -1.83 0.27 2.72 0.344
C -1.74 0.14 1.24 -0.671
N -2.30 -0.73 3.35 -0.682
S -2.27 4.90 3.74 1.628
O -1.92 6.25 3.33 -0.972
O -2.22 4.65 5.17 -0.977
C -4.11 4.72 3.36 0.716
F -4.45 5.39 2.23 -0.331
F -4.37 3.39 3.14 -0.341
F -4.91 5.15 4.36 -0.327
H 1.77 1.05 3.03 0.196
H 1.77 2.55 3.99 0.223
H 3.20 2.06 3.11 0.193
H 1.25 2.23 1.10 0.154
H 2.48 3.40 1.46 0.167
H 0.67 4.65 1.61 0.355
H -1.94 4.26 0.30 0.362
H -2.89 2.98 0.67 0.356
H -0.42 1.25 3.94 0.243
H -2.06 1.71 4.23 0.239
H -0.81 0.50 0.82 0.231
H -2.56 0.69 0.79 0.225
H -1.88 -0.90 0.99 0.213
H -2.34 -0.52 4.34 0.317
C -1.53 -2.04 -3.31 -0.429
C -1.52 -2.98 -2.11 -0.431
C -0.30 -2.48 -1.34 -0.081
O -0.20 -1.08 -1.61 -0.538
C -1.08 -0.73 -2.68 -0.065
H -2.50 -1.95 -3.80 0.210
H -0.80 -2.37 -4.05 0.194
H -2.43 -2.83 -1.51 0.204
H -1.45 -4.03 -2.37 0.210
H 0.61 -2.97 -1.69 0.189
H -0.39 -2.63 -0.26 0.186
H -1.92 -0.17 -2.27 0.171
H -0.54 -0.08 -3.37 0.177
C 4.35 -4.66 -3.95 -0.430
C 4.37 -3.13 -3.90 -0.430
C 2.90 -2.81 -3.65 -0.070
O 2.38 -3.91 -2.88 -0.542
C 3.31 -4.99 -2.88 -0.064
H 5.31 -5.12 -3.76 0.214
H 4.00 -5.00 -4.93 0.199
H 4.98 -2.79 -3.06 0.204
H 4.74 -2.67 -4.81 0.215
H 2.34 -2.74 -4.58 0.162
H 2.75 -1.89 -3.09 0.200
H 3.78 -5.05 -1.89 0.166
H 2.78 -5.92 -3.08 0.181
```

Gap between HOMO and LUMO = 7.395 eV
F_max = 0.95 eV/Å
DFT total energy = -99029.9677 eV
Net charge = -1
Spin multiplicity = 1

(4)
The following is a DFT calculation (the ωB97M-V functional and the def2-TZVPD basis) of a molecular structure, C14H30IN17O8S in a non-equilibrium geometry.

XYZ file:
```
71
Properties=species:S:1:pos:R:3:mulliken_charge:R:1
N 2.24 -2.14 -2.25 -0.647
C 1.48 -1.31 -2.52 0.637
O 0.40 -0.62 -2.80 -0.289
C -0.77 -1.38 -2.66 0.894
C -0.80 -2.75 -2.79 -0.837
C -2.07 -3.43 -2.57 0.529
N -2.27 -4.76 -2.62 -0.676
S -3.89 -4.89 -2.29 0.140
N -4.37 -3.33 -2.11 -0.599
C -3.23 -2.62 -2.27 0.633
C -3.18 -1.17 -2.17 -0.461
C -1.95 -0.57 -2.36 -0.491
I -1.84 1.53 -2.19 0.173
H 0.06 -3.38 -3.03 0.452
H -4.09 -0.60 -1.97 0.398
C -5.98 -0.79 -4.89 0.711
O -5.02 -0.19 -4.45 -0.632
N -5.91 -1.56 -6.02 -0.413
N -7.20 -0.76 -4.29 -0.337
H -6.69 -2.07 -6.40 0.151
H -5.02 -1.61 -6.48 0.220
H -7.29 -0.21 -3.46 0.169
H -8.01 -1.25 -4.64 0.147
C -0.08 1.81 1.60 0.346
O -0.93 2.66 1.35 -0.758
N 0.07 0.68 0.85 -0.051
N 0.80 1.92 2.63 -0.099
H 0.77 -0.03 1.04 0.274
H -0.55 0.56 0.06 0.091
H 0.72 2.74 3.21 0.194
H 1.55 1.19 2.86 -0.003
C -7.44 -1.42 -0.15 0.673
O -7.83 -1.65 -1.28 -0.642
N -8.11 -0.59 0.70 -0.405
N -6.30 -1.97 0.37 -0.360
H -7.81 -0.38 1.64 0.157
H -8.96 -0.17 0.36 0.224
H -5.77 -2.58 -0.23 0.213
H -5.97 -1.79 1.30 0.162
C 3.23 -0.83 0.97 0.682
O 2.31 -0.21 0.43 -0.693
N 3.86 -1.86 0.35 -0.325
N 3.67 -0.52 2.22 -0.208
H 4.61 -2.39 0.75 0.145
H 3.53 -2.09 -0.57 0.282
H 3.21 0.24 2.70 -0.012
H 4.41 -1.00 2.68 0.150
C 1.64 0.87 5.06 0.667
O 1.27 0.54 3.94 -0.611
N 1.09 0.36 6.20 -0.436
N 2.65 1.76 5.22 -0.265
H 1.38 0.62 7.13 0.147
H 0.34 -0.30 6.10 0.241
H 3.06 2.14 4.38 0.282
H 3.00 2.06 6.11 0.178
C 5.64 3.20 3.15 0.676
O 4.94 2.35 3.70 -0.732
N 6.15 3.01 1.91 -0.275
N 5.95 4.39 3.74 -0.410
H 6.72 3.69 1.44 0.134
H 5.93 2.15 1.44 0.156
H 5.59 4.55 4.66 0.214
H 6.52 5.09 3.31 0.157
C 5.33 1.71 -1.70 0.631
O 5.94 2.48 -0.97 -0.684
N 5.93 1.05 -2.73 -0.385
N 4.00 1.46 -1.55 -0.185
H 5.45 0.42 -3.35 0.152
H 6.91 1.21 -2.87 0.216
H 3.52 1.92 -0.80 0.121
H 3.48 0.83 -2.14 0.104
```

Gap between HOMO and LUMO = 6.370 eV
F_max = 8.53 eV/Å
DFT total energy = -75655.6220 eV
Net charge = 0
Spin multiplicity = 1

(5)
The following is a DFT calculation (the ωB97M-V functional and the def2-TZVPD basis) of 3 unconnected molecules or ions with the total composition C14H30N3O4 in a non-equilibrium geometry.

XYZ file:
```
51
Properties=species:S:1:pos:R:3:nbo_charge:R:1
C 1.60 3.12 -0.13 -0.637
C 1.81 4.20 0.93 -0.231
N 0.61 5.05 1.12 -0.599
C -0.65 4.61 0.96 0.698
N -1.53 5.47 0.40 -0.562
C -2.87 5.00 -0.04 -0.220
C -3.30 3.79 0.76 -0.432
C -2.19 2.76 0.80 -0.225
N -1.02 3.41 1.42 -0.549
H 1.21 2.19 0.28 0.222
H 0.91 3.45 -0.92 0.208
H 2.55 2.88 -0.61 0.263
H 2.61 4.87 0.65 0.231
H 2.08 3.72 1.88 0.203
H 0.72 6.01 1.41 0.428
H -1.05 6.00 -0.31 0.416
H -2.83 4.79 -1.11 0.208
H -3.58 5.82 0.11 0.231
H -4.20 3.36 0.31 0.249
H -3.55 4.09 1.79 0.229
H -1.92 2.41 -0.20 0.207
H -2.47 1.91 1.43 0.235
H -0.22 2.80 1.55 0.421
O 2.02 0.19 -0.88 -0.617
C 2.28 -0.82 -0.27 0.811
O 1.30 -1.38 0.46 -0.517
C 1.47 -2.64 1.14 -0.081
C 2.04 -2.47 2.53 -0.636
C 3.67 -1.41 -0.25 -0.746
H 2.06 -3.32 0.52 0.207
H 0.47 -3.06 1.20 0.191
H 3.04 -2.04 2.51 0.209
H 2.10 -3.44 3.03 0.232
H 1.41 -1.81 3.12 0.212
H 4.25 -0.91 0.53 0.243
H 4.13 -1.19 -1.21 0.255
H 3.70 -2.48 -0.09 0.238
O 1.58 -4.54 -1.70 -0.586
C 0.39 -4.43 -1.66 0.802
O -0.34 -5.44 -1.16 -0.502
C -1.75 -5.34 -0.91 -0.069
C -2.57 -5.65 -2.14 -0.638
C -0.31 -3.20 -2.21 -0.748
H -1.99 -4.37 -0.48 0.168
H -1.93 -6.09 -0.13 0.203
H -2.40 -4.93 -2.93 0.207
H -3.63 -5.64 -1.89 0.223
H -2.32 -6.64 -2.52 0.227
H -0.47 -3.35 -3.28 0.251
H 0.35 -2.35 -2.08 0.247
H -1.27 -2.98 -1.74 0.217
```

Gap between HOMO and LUMO = 9.497 eV
Energy relative to the best compared isomer or geometry (same formula, charge and spin) = 0.0 kcal/mol
F_max = 1.20 eV/Å
DFT total energy = -27659.8356 eV
Net charge = +1
Spin multiplicity = 1

(6)
The following is a DFT calculation (the ωB97M-V functional and the def2-TZVPD basis) of a molecular structure, C14H30O21S5 in a non-equilibrium geometry.

XYZ file:
```
70
Properties=species:S:1:pos:R:3:nbo_charge:R:1
C 16.04 9.07 6.33 -0.628
C 15.14 10.33 6.20 -0.059
O 15.50 11.28 7.20 -0.560
C 15.12 12.61 6.83 -0.059
C 15.11 13.44 8.06 -0.622
H 15.75 8.20 5.72 0.224
H 17.08 9.32 6.08 0.202
H 16.07 8.70 7.33 0.206
H 15.30 10.68 5.09 0.164
H 14.10 10.02 6.22 0.160
H 15.77 13.02 6.08 0.172
H 14.05 12.65 6.39 0.165
H 14.42 13.14 8.81 0.215
H 15.03 14.49 7.86 0.216
H 16.15 13.29 8.44 0.208
C 7.72 12.13 5.31 -0.123
C 8.93 11.78 6.10 -0.110
O 8.48 11.79 7.41 -0.678
S 6.96 11.28 7.43 2.539
O 6.13 12.27 8.01 -0.887
O 6.93 9.92 7.88 -0.906
O 6.80 11.18 5.86 -0.679
H 7.93 11.88 4.24 0.222
H 7.35 13.16 5.52 0.212
H 9.77 12.50 6.09 0.220
H 9.33 10.78 5.85 0.191
C 12.17 9.90 8.49 -0.111
C 12.98 10.76 9.49 -0.123
O 13.14 9.81 10.63 -0.679
S 11.68 9.10 10.83 2.509
O 10.80 9.95 11.61 -0.911
O 11.84 7.72 11.28 -0.907
O 11.24 9.14 9.28 -0.698
H 12.85 9.22 7.97 0.226
H 11.62 10.52 7.76 0.212
H 12.41 11.69 9.76 0.218
H 14.02 10.93 9.21 0.249
C 11.36 14.46 11.09 -0.121
C 10.27 13.40 10.88 -0.106
O 10.60 12.87 9.53 -0.691
S 11.18 14.16 8.69 2.529
O 10.17 15.13 8.48 -0.898
O 11.98 13.54 7.67 -0.905
O 12.07 14.77 9.87 -0.672
H 12.12 13.98 11.73 0.217
H 10.95 15.42 11.47 0.214
H 9.28 13.78 10.75 0.215
H 10.50 12.63 11.51 0.228
C 10.35 6.53 8.29 -0.095
C 11.18 5.59 9.03 -0.139
O 12.17 5.12 8.10 -0.671
S 12.63 6.36 7.17 2.496
O 12.81 5.89 5.81 -0.875
O 13.68 7.14 7.81 -0.917
O 11.24 7.19 7.30 -0.696
H 9.90 7.28 8.91 0.233
H 9.61 6.01 7.67 0.198
H 10.71 4.66 9.26 0.224
H 11.74 6.10 9.89 0.242
C 17.86 10.29 10.29 -0.100
C 17.67 9.98 11.80 -0.112
O 16.57 10.78 12.23 -0.685
S 16.62 12.13 11.41 2.596
O 17.67 12.92 11.92 -0.928
O 15.34 12.71 11.25 -0.907
O 17.02 11.44 10.11 -0.705
H 17.41 9.45 9.72 0.219
H 18.92 10.56 10.08 0.214
H 18.50 10.13 12.44 0.201
H 17.31 8.94 11.92 0.208
```

Gap between HOMO and LUMO = 10.420 eV
F_max = 4.11 eV/Å
DFT total energy = -112171.9101 eV
Net charge = 0
Spin multiplicity = 1

What is the net charge in the first record?
+1

What is the spin multiplicity in the fifth record?
1